C5H11FN | ωB97M-V/def2-TZVPD

```
18
Properties=species:S:1:pos:R:3:forces:R:3
C -0.463164 -0.528651 1.615748 -1.598 -0.530 -4.028
C -1.267861 0.543728 0.847279 3.971 1.323 2.953
C 0.405410 -1.131364 0.539739 -1.210 1.027 -3.530
C -0.042935 1.231459 0.127575 -0.428 0.643 1.028
C 0.997477 0.083371 -2.081692 -1.492 -1.761 -8.009
N 0.881179 0.136150 -0.194430 0.375 -0.591 10.105
F 2.185235 0.368023 0.269422 -1.698 0.235 -1.297
H 0.208374 -0.183699 2.290710 1.475 1.531 2.550
H -1.172509 -1.165734 1.990009 -1.171 -2.148 1.319
H -1.893933 0.255956 0.101086 -2.020 -1.512 -1.750
H -1.799399 1.097203 1.642591 0.355 0.567 -0.950
H 1.280095 -1.628893 0.758140 1.715 -1.309 0.771
H -0.099220 -1.627448 -0.333812 -0.130 -0.136 1.061
H -0.437995 1.704209 -0.753020 0.693 0.785 -0.443
H 0.606921 1.790552 0.829050 -0.732 0.613 -0.645
H 1.596148 0.880120 -2.349228 0.879 2.276 0.127
H 1.460697 -0.773004 -2.469213 0.905 -1.622 0.084
H -0.036635 0.017887 -2.452973 0.111 0.608 0.654
```
Positions in Å, forces in eV/Å.

## Properties
Kohn-Sham gap (alpha / beta) = 7.81 / 7.14 eV
Energy above the lowest of the compared OMol25 structures with the same formula, charge and spin = 519.7 kJ/mol
Spin multiplicity = 3
E_LUMO (alpha / beta) = -3.590 / -9.708 eV
Net charge = +1
Total energy = -351.1069 Ha

Just the natural (NBO) charges please, in e? Sure, here they are:
1 C -0.397
2 C -0.379
3 C -0.228
4 C -0.302
5 C -0.615
6 N 0.387
7 F -0.139
8 H 0.226
9 H 0.258
10 H 0.225
11 H 0.270
12 H 0.251
13 H 0.257
14 H 0.282
15 H 0.278
16 H 0.213
17 H 0.203
18 H 0.209



C5H11FN2 | ωB97M-V/def2-TZVPD

```
19
Properties=species:S:1:pos:R:3:forces:R:3
C -2.130406 -1.153588 0.440104 0.110 2.720 -1.959
C -1.281833 -0.351206 -0.250180 -2.294 -0.679 0.604
C -1.523554 1.058717 -0.669293 1.236 2.371 0.306
C 2.208678 0.444527 -0.379156 -0.629 3.876 1.425
C 0.128855 -0.638484 -0.534279 1.994 1.379 -0.824
N 1.046529 0.096354 1.575873 -0.822 0.041 1.430
N 0.880647 0.378743 0.246589 1.048 0.536 -2.991
F 0.718215 -1.785981 -0.109255 -0.868 -2.342 -0.062
H -1.661185 -2.022824 0.742294 0.070 -2.092 0.864
H -3.212915 -0.902575 0.544852 1.228 -0.345 0.252
H -0.769483 1.678040 0.048168 -1.902 -1.160 -1.954
H -2.535959 1.478534 -0.498390 0.470 -0.653 -0.335
H -1.154301 1.252763 -1.747426 -0.713 -0.191 1.652
H 2.752791 1.035298 0.463995 0.072 -1.515 -1.889
H 2.498155 -0.539318 -0.662747 1.186 -0.574 -0.067
H 2.096250 1.152412 -1.250766 0.446 -0.968 0.581
H 0.406517 -0.570965 -1.696494 -0.827 0.238 2.467
H 0.135672 0.231922 2.014982 0.392 -0.309 0.266
H 1.397336 -0.842376 1.721128 -0.199 -0.335 0.232
```
Positions in Å, forces in eV/Å.

## Properties
Kohn-Sham gap = 9.65 eV
SMILES string = C=C(C)[C@H](F)N(C)N
Energy above the lowest of the compared OMol25 structures with the same formula, charge and spin = 291.6 kJ/mol
Spin multiplicity = 1
E_LUMO = 0.963 eV
Total energy = -406.3723 Ha

Just the natural (NBO) charges please, in e? Sure, here they are:
1 C -0.408
2 C -0.045
3 C -0.671
4 C -0.444
5 C 0.300
6 N -0.660
7 N -0.323
8 F -0.371
9 H 0.205
10 H 0.216
11 H 0.267
12 H 0.226
13 H 0.217
14 H 0.231
15 H 0.187
16 H 0.199
17 H 0.179
18 H 0.359
19 H 0.335



C5H11FN3O | ωB97M-V/def2-TZVPD

```
21
Properties=species:S:1:pos:R:3:forces:R:3
C -0.824107 -2.157779 -1.208852 -0.886 1.239 -1.974
C 1.418111 -0.890099 0.464587 -2.417 2.388 -0.937
C 0.900705 2.050551 0.813450 -2.519 -2.416 -0.055
C -1.413997 1.109465 0.141579 0.250 1.278 -2.116
C 0.051466 1.121743 -0.181402 2.138 1.327 -0.458
N 0.006309 -1.082603 -1.427193 2.673 2.264 0.404
N 0.565431 -0.306510 -0.365743 0.093 -0.430 0.486
N -1.335099 -2.394840 -0.112943 -0.448 -0.518 1.840
O 1.753393 -0.315434 1.569562 0.274 -0.804 0.640
F 1.872201 -2.018010 0.177836 0.685 -1.927 -0.175
H -1.080397 -2.502382 -2.205921 -0.218 -0.745 -0.034
H 1.911305 2.075852 0.642485 2.477 -0.080 -0.845
H 0.486586 2.960421 0.521249 -0.540 1.900 0.112
H 0.780260 1.837701 1.877944 -0.514 0.131 -0.308
H -1.980895 1.652345 -0.616564 -0.093 -0.803 -0.585
H -1.695132 1.704651 0.930033 0.126 1.286 2.532
H -1.758571 0.158545 0.349993 -0.948 -2.010 0.021
H 0.269862 1.647205 -1.195936 -0.462 -1.326 1.425
H 0.166397 -0.607858 -2.328985 -0.297 -0.968 0.690
H -2.088601 -3.079618 -0.118977 0.490 -0.163 -0.096
H 1.994771 -0.963346 2.273799 0.136 0.378 -0.566
```
Positions in Å, forces in eV/Å.

## Properties
Kohn-Sham gap = 10.38 eV
SMILES string = [H]/N=C/N/[N+](=C(/O)F)C(C)C
Energy above the lowest of the compared OMol25 structures with the same formula, charge and spin = 198.5 kJ/mol
Spin multiplicity = 1
E_LUMO = -3.542 eV
Net charge = +1
Total energy = -536.1603 Ha

Just the natural (NBO) charges please, in e? Sure, here they are:
1 C 0.276
2 C 1.016
3 C -0.594
4 C -0.663
5 C -0.026
6 N -0.458
7 N -0.210
8 N -0.690
9 O -0.613
10 F -0.215
11 H 0.188
12 H 0.217
13 H 0.230
14 H 0.226
15 H 0.239
16 H 0.241
17 H 0.245
18 H 0.224
19 H 0.428
20 H 0.389
21 H 0.550



C5H11FSi | ωB97M-V/def2-TZVPD

```
18
Properties=species:S:1:pos:R:3:forces:R:3
C -2.851152 0.501687 0.618486 -0.002 0.104 0.160
C -2.427612 0.157194 -0.632152 -0.065 -0.103 -0.061
C 1.209140 0.364908 1.618639 0.228 -0.272 -0.367
C 2.166626 -1.591979 -0.748191 -0.046 0.369 0.324
C -1.594910 0.933389 -1.411952 0.307 0.150 -0.009
F 3.090232 1.051546 -0.395424 -0.226 -0.177 0.096
Si 1.735930 0.165086 -0.186791 -0.113 0.048 -0.117
H -3.533024 -0.113242 1.175185 -0.132 -0.167 0.120
H -2.514138 1.415506 1.082987 0.032 0.137 0.045
H -2.781586 -0.772610 -1.051305 -0.051 -0.218 -0.057
H 1.928582 -0.115442 2.279919 0.139 -0.080 0.090
H 1.144236 1.410537 1.900892 0.020 0.194 -0.082
H 0.237853 -0.089404 1.794681 -0.151 -0.085 -0.066
H 3.109680 -1.904852 -0.302124 0.138 -0.001 0.099
H 1.400370 -2.295303 -0.438008 -0.197 -0.085 0.071
H 2.269682 -1.665766 -1.826286 -0.012 0.122 -0.134
H -1.278362 1.905437 -1.071724 0.084 0.146 0.060
H -1.311544 0.643307 -2.406827 0.047 -0.084 -0.175
```
Positions in Å, forces in eV/Å.

## Properties
Kohn-Sham gap (alpha / beta) = 6.98 / 7.60 eV
Energy above the lowest of the compared OMol25 structures with the same formula, charge and spin = 184.7 kJ/mol
Spin multiplicity = 1
E_LUMO (alpha / beta) = -0.273 / -0.267 eV
Total energy = -586.4165 Ha

Just the natural (NBO) charges please, in e? Sure, here they are:
1 C -0.342
2 C -0.291
3 C -1.158
4 C -1.154
5 C -0.351
6 F -0.668
7 Si 1.548
8 H 0.191
9 H 0.183
10 H 0.203
11 H 0.239
12 H 0.247
13 H 0.246
14 H 0.240
15 H 0.240
16 H 0.247
17 H 0.186
18 H 0.194



C5H11FSi | ωB97M-V/def2-TZVPD

```
18
Properties=species:S:1:pos:R:3:forces:R:3
C 2.406063 -1.713210 -0.009714 4.882 -8.093 0.893
C 1.927223 -0.489095 0.255673 -3.120 8.633 2.317
C -0.952830 1.516942 1.545428 -0.688 2.840 -4.251
C -2.160298 -0.052496 -1.237460 0.116 1.501 -0.331
C 0.921944 0.161373 -0.640411 2.137 0.805 -1.742
F -0.726769 -1.201610 0.958529 -0.475 0.565 -0.382
Si -0.784911 0.223271 0.118239 -0.697 -1.406 0.557
H 3.180842 -2.296568 0.623286 -1.484 1.372 -1.069
H 2.111754 -2.210433 -0.861352 -0.639 -1.152 -1.723
H 2.185097 0.041517 1.178932 -0.099 -0.271 -0.343
H -1.442230 2.555871 1.102211 1.144 -2.522 0.946
H -1.577609 1.250333 2.331163 -0.918 -0.778 1.446
H 0.030371 1.824314 1.846505 0.505 -0.076 0.438
H -2.048291 -0.965313 -1.815056 0.730 -0.243 0.077
H -3.152687 -0.209904 -0.800744 0.052 0.542 0.126
H -2.208776 0.781984 -2.039077 -0.003 -1.107 1.490
H 0.984698 -0.442382 -1.610683 -0.666 0.861 1.022
H 1.306416 1.225402 -0.945473 -0.777 -1.472 0.529
```
Positions in Å, forces in eV/Å.

## Properties
Kohn-Sham gap (alpha / beta) = 5.93 / 9.25 eV
Energy above the lowest of the compared OMol25 structures with the same formula, charge and spin = 82.3 kJ/mol
Spin multiplicity = 3
E_LUMO (alpha / beta) = 0.930 / -1.769 eV
Total energy = -586.3419 Ha

Just the natural (NBO) charges please, in e? Sure, here they are:
1 C -0.310
2 C -0.161
3 C -1.101
4 C -1.128
5 C -0.977
6 F -0.664
7 Si 1.900
8 H 0.175
9 H 0.153
10 H 0.173
11 H 0.228
12 H 0.244
13 H 0.241
14 H 0.249
15 H 0.243
16 H 0.240
17 H 0.243
18 H 0.252



C5H11FSi | ωB97M-V/def2-TZVPD

```
18
Properties=species:S:1:pos:R:3:forces:R:3
C -1.938333 2.090004 -1.331897 -0.377 8.165 -1.585
C -1.797600 0.780692 -1.045633 4.986 -9.821 4.357
C 1.564002 0.195976 -0.783625 -1.660 3.181 0.171
C 0.045465 -2.249226 -0.229786 -0.093 -0.183 -0.397
C -0.168981 0.030745 1.873530 -0.041 1.231 -0.883
F -2.730725 -0.082197 -1.458151 -1.078 0.334 -0.539
Si -0.096610 -0.440545 -0.053301 -0.781 3.657 0.591
H -1.314855 2.983603 -1.073298 -0.429 -1.552 0.080
H -2.805058 2.342900 -1.874647 -0.916 0.421 -0.781
H 2.083675 -0.661864 -1.038181 1.725 -1.576 0.076
H 1.610701 0.833078 -1.706526 -0.746 -0.631 0.577
H 1.989295 0.911037 -0.035564 0.279 -1.161 -0.292
H 0.140941 -2.291761 -1.336976 0.047 -1.019 0.681
H 0.918062 -2.626211 0.347884 -0.199 0.501 -0.762
H -0.790469 -2.783551 0.192496 -0.517 -0.312 -0.414
H 0.048303 1.138992 1.951596 -0.322 -1.030 -0.101
H -1.178427 -0.113764 2.266988 -0.072 0.054 -0.178
H 0.491088 -0.438328 2.613292 0.193 -0.260 -0.601
```
Positions in Å, forces in eV/Å.

## Properties
Kohn-Sham gap (alpha / beta) = 6.09 / 7.75 eV
Energy above the lowest of the compared OMol25 structures with the same formula, charge and spin = 349.2 kJ/mol
Spin multiplicity = 3
E_LUMO (alpha / beta) = 0.971 / -1.793 eV
Total energy = -586.2402 Ha

Just the natural (NBO) charges please, in e? Sure, here they are:
1 C -0.395
2 C 0.102
3 C -1.124
4 C -1.164
5 C -1.102
6 F -0.336
7 Si 1.478
8 H 0.201
9 H 0.174
10 H 0.227
11 H 0.246
12 H 0.242
13 H 0.245
14 H 0.258
15 H 0.250
16 H 0.228
17 H 0.234
18 H 0.234



C5H11FeO4 | ωB97M-V/def2-TZVPD

```
21
Properties=species:S:1:pos:R:3:forces:R:3
C 0.549779 -2.813688 -0.425465 -0.323 -0.414 0.000
O 1.357976 -2.028087 0.378233 -0.089 0.646 -0.279
C -0.032791 -2.022095 -1.593874 0.140 -0.288 -0.421
O -0.577419 -0.826755 -1.012330 -0.328 -0.003 -0.348
C -0.772480 0.277735 -1.795117 -0.194 0.052 -0.171
C -0.994384 1.493491 -0.955708 -0.536 0.252 -0.179
O -0.107666 1.505977 0.127561 -0.201 0.193 0.887
Fe 0.656787 -0.256117 0.614658 0.631 -0.812 0.129
H -0.301609 -3.227005 0.159041 0.213 0.042 -0.213
H 1.086910 -3.680499 -0.859743 -0.058 0.234 0.160
H -0.828166 -2.568075 -2.122239 0.132 0.112 0.148
H 0.744264 -1.731780 -2.316373 -0.115 -0.033 0.236
H -1.216829 0.123142 -2.781536 0.142 0.052 0.264
H -2.044493 1.500959 -0.579533 0.283 0.039 -0.152
H -0.878179 2.391692 -1.590745 -0.036 -0.228 0.188
O 0.182430 0.266522 2.398247 0.382 -1.769 -1.000
H 0.848232 0.380897 3.078680 0.083 0.461 0.249
C -0.687506 1.821241 2.265545 -1.151 2.473 0.690
H -1.569868 1.368402 2.756339 1.656 -0.983 1.801
H 0.116776 2.571279 2.167666 1.229 -1.411 2.009
H -1.324563 2.715096 2.304309 -1.861 1.385 -3.997
```
Positions in Å, forces in eV/Å.

## Properties
Kohn-Sham gap (alpha / beta) = 6.76 / 7.51 eV
Energy above the lowest of the compared OMol25 structures with the same formula, charge and spin = 453.1 kJ/mol
Spin multiplicity = 6
E_LUMO (alpha / beta) = -0.979 / -0.660 eV
Total energy = -1761.4500 Ha

Just the natural (NBO) charges please, in e? Sure, here they are:
1 C -0.073
2 O -0.924
3 C -0.094
4 O -0.576
5 C 0.108
6 C -0.143
7 O -0.844
8 Fe 1.486
9 H 0.145
10 H 0.161
11 H 0.183
12 H 0.182
13 H 0.167
14 H 0.168
15 H 0.180
16 O -0.973
17 H 0.484
18 C -0.269
19 H 0.212
20 H 0.247
21 H 0.172



C5H11IN2 | ωB97M-V/def2-TZVPD

```
19
Properties=species:S:1:pos:R:3:forces:R:3
C -1.572347 2.587751 0.357205 -1.638 -0.374 -2.784
C 1.627919 0.278014 -0.253742 -0.339 -0.609 0.974
C 0.138953 -0.984299 1.374751 -1.640 -0.600 -1.844
C 0.355207 -1.621358 -1.110123 -0.589 1.612 0.807
C 0.268307 -0.455590 -0.046119 3.662 0.899 -1.763
N -0.707883 1.687133 0.212633 3.215 -1.285 0.589
N -0.793287 0.435247 -0.396038 1.995 3.697 2.239
I -2.651651 -0.192330 -0.713556 -5.776 -2.243 -1.390
H -1.245667 3.567815 0.612155 0.382 0.448 1.069
H -2.533809 2.550358 -0.178805 -0.091 -0.030 0.551
H 2.011418 0.351794 -1.242330 -0.599 0.645 -1.309
H 1.755364 1.192895 0.299176 0.008 0.172 0.220
H 2.276842 -0.491830 0.072669 1.240 -0.502 1.108
H -0.888743 -1.300583 1.303873 -0.441 -1.287 0.467
H 0.050967 -0.325004 2.171974 0.741 1.801 1.215
H 0.825904 -1.782925 1.544961 0.359 -0.504 0.230
H -0.384613 -1.312372 -1.843058 0.041 -0.840 -0.358
H 1.339150 -1.662686 -1.580705 -0.153 -0.087 0.227
H 0.127976 -2.522038 -0.584916 -0.376 -0.912 -0.248
```
Positions in Å, forces in eV/Å.

## Properties
Kohn-Sham gap (alpha / beta) = 6.37 / 6.86 eV
Spin multiplicity = 3
E_LUMO (alpha / beta) = 0.880 / -2.394 eV
Total energy = -604.0952 Ha

Just the natural (NBO) charges please, in e? Sure, here they are:
1 C -0.055
2 C -0.613
3 C -0.619
4 C -0.608
5 C 0.089
6 N -0.308
7 N -0.315
8 I 0.120
9 H 0.187
10 H 0.163
11 H 0.210
12 H 0.227
13 H 0.202
14 H 0.217
15 H 0.226
16 H 0.220
17 H 0.229
18 H 0.214
19 H 0.214